[1]
ORCA calculation (wB97M-V/def2-TZVPD) on a cluster of 2 separate species, C5H7O3S in total at a distorted geometry.

## Properties
Total energy = -22273.4702 eV
Frontier orbital gap (spin up / spin down) = 0.2146 / 0.2147 Eh
Relative energy (zero: lowest compared OMol25 entry of this formula, charge and spin) = 389.91 kJ/mol
Charge = -1

Atoms and positions in Å:
1 C 1.3711 1.9903 -1.6795
2 C 0.1032 0.0401 -1.0085
3 C 1.6166 1.9675 -3.0428
4 C -1.2042 -1.4016 0.7075
5 C -0.2057 -0.2669 0.4403
6 O 0.9415 1.0999 -3.8208
7 O 2.3076 2.8090 -3.6386
8 O -0.5106 -0.3492 -1.9935
9 S 2.6137 2.3326 -0.5838
10 H -2.2590 -1.0067 0.3495
11 H -1.1250 -1.7126 1.6850
12 H -0.8270 -2.2789 0.0522
13 H -0.5739 0.5641 0.8554
14 H 0.6689 -0.5516 1.0030
15 H 0.3230 0.4618 -3.3740
16 H 1.9566 2.5742 0.6557

Cartesian forces, eV/Å:
C -1.8 -1.7 2.6
C 1.4 2.3 -2.5
C 0.2 0.8 -1.3
C -0.8 0.4 -4.7
C 0.5 -3.7 -1.3
O -0.8 -1.1 -0.7
O 0.0 -0.4 0.4
O -0.1 -0.6 1.6
S 0.2 0.0 1.5
H 1.9 -1.4 0.9
H -0.4 -0.5 2.3
H -1.2 1.2 0.9
H -1.1 3.6 1.5
H 0.9 0.4 -0.2
H 0.7 0.8 0.4
H 0.3 0.0 -1.5

Löwdin atomic charge list, values in e, 8 entries: -0.4839, -0.2076, -0.7846, -0.1209, -0.2527, 0.0250, -0.0441, -0.0468

---

[2]
ORCA calculation (wB97M-V/def2-TZVPD) on the molecule C5H7O5P at a distorted geometry.

## Properties
Total energy = -24821.4147 eV
Frontier orbital gap (spin up / spin down) = 0.2857 / 0.2857 Eh
Relative energy (zero: lowest compared OMol25 entry of this formula, charge and spin) = 154.74 kJ/mol
Charge = 0

Atoms and positions in Å:
1 C -4.5296 -0.7403 0.7520
2 C -2.0112 0.0859 0.5322
3 C -1.0745 -0.5635 -0.1407
4 C 0.8233 0.9243 -0.0157
5 C 0.3252 -0.5428 0.2469
6 O -5.0635 -1.7219 0.4623
7 O -3.7851 1.9990 0.3631
8 O -1.3016 -1.3145 -1.2056
9 O 2.0453 1.1962 0.4368
10 O 1.1053 -1.4989 -0.5022
11 P -3.6145 0.5992 -0.0629
12 H -1.6460 0.7962 1.2848
13 H 0.5126 1.0976 -1.1604
14 H 0.0902 1.5776 0.3802
15 H 0.5126 -0.9530 1.3340
16 H -2.3304 -1.3869 -1.3901
17 H 2.6006 0.4048 0.2560
18 H 1.0994 -1.0950 -1.3903

Cartesian forces, eV/Å:
C -1.6 -2.4 -0.2
C -0.2 1.3 0.8
C -1.4 -0.8 0.1
C -3.3 -1.7 -2.3
C 2.8 -0.7 1.8
O 0.5 1.0 0.9
O -0.6 0.5 0.2
O -3.2 -1.1 -1.6
O 2.6 -0.5 0.0
O -0.1 1.5 -0.4
P 1.4 1.0 -1.0
H -0.3 -0.5 0.1
H 1.5 -0.4 1.4
H -0.4 0.8 1.1
H -0.7 1.4 -1.8
H 3.1 0.4 0.5
H -0.2 0.8 0.2
H 0.2 -0.7 0.1

Löwdin atomic charge list, values in e, 8 entries: -0.1876, -0.2129, -0.4405, -0.2789, -0.2966, 0.1140, -0.4110, 0.0639

---

[3]
ORCA calculation (wB97M-V/def2-TZVPD) on the molecule C5H7OP at a distorted geometry.

## Properties
Total energy = -16630.5422 eV
Structure (SMILES) = CP(=C=O)=C1CC1
Frontier orbital gap = 0.2997 Eh
Relative energy (zero: lowest compared OMol25 entry of this formula, charge and spin) = 329.04 kJ/mol
Charge = 0

Atoms and positions in Å:
1 C 1.4425 -1.7086 0.3181
2 P 1.5146 -0.0177 1.0426
3 C 2.8893 1.3075 -0.1816
4 O 3.3739 0.5902 -0.9377
5 C 0.2418 0.7196 0.3567
6 C -0.5136 1.9668 0.1546
7 C -1.0122 0.5996 -0.4184
8 H 1.2574 -2.0749 -0.7792
9 H 0.7214 -2.1763 0.9972
10 H 2.3220 -2.2607 0.7878
11 H -0.9065 2.3041 1.1217
12 H -0.2527 2.7041 -0.5914
13 H -1.9586 0.1317 -0.1425
14 H -0.6531 0.5836 -1.5116

Cartesian forces, eV/Å:
C 0.6 -2.3 0.5
P -0.2 -0.8 0.3
C 1.5 0.5 -1.4
O -0.2 0.5 0.4
C -1.3 0.0 -0.1
C -0.5 -1.1 0.8
C 1.7 1.3 -1.8
H 0.4 1.3 2.1
H -0.7 -0.1 -0.5
H -0.4 0.8 -1.2
H -0.3 0.3 -0.7
H 0.3 0.1 0.2
H 0.6 -0.1 0.1
H -1.4 -0.3 1.4

Löwdin atomic charge list, values in e, 8 entries: -0.3575, 0.9106, -0.1927, -0.0235, -0.6097, -0.1442, -0.1280, 0.0855

---

[4]
ORCA calculation (wB97M-V/def2-TZVPD) on the molecule C5H7OP at a distorted geometry.

## Properties
Multiplicity = 3
Total energy = -16630.5755 eV
Frontier orbital gap (spin up / spin down) = 0.2718 / 0.2682 Eh
Relative energy (zero: lowest compared OMol25 entry of this formula, charge and spin) = 94.46 kJ/mol
⟨S²⟩ = 2.0096
Charge = 0

Atoms and positions in Å:
1 C 0.1070 -0.5580 -1.8714
2 C 0.2496 0.8744 -1.7534
3 C -0.5334 -1.1556 -0.9458
4 C -0.2196 1.3965 -0.6041
5 C -0.3322 -0.0899 1.9994
6 O -2.5613 0.2859 0.3633
7 P -1.1301 0.1165 0.3316
8 H 0.5829 -1.2040 -2.6567
9 H 0.9324 1.4442 -2.2958
10 H -0.8278 -2.2421 -1.1500
11 H -0.1897 2.4512 -0.3517
12 H -0.5497 -0.9701 2.6215
13 H 0.7233 -0.2665 1.8305
14 H -0.4102 0.8492 2.3941

Cartesian forces, eV/Å:
C 4.7 5.0 -6.1
C 1.7 -4.8 -3.9
C -4.7 -3.8 5.9
C -2.7 0.9 5.2
C 0.8 -2.7 -2.3
O -2.6 0.4 0.4
P 3.2 -1.4 -0.7
H -0.4 1.3 0.4
H 1.0 0.6 -1.4
H 0.2 1.7 1.1
H -0.1 -0.2 0.0
H -1.0 0.7 -0.1
H 0.5 0.3 -0.4
H -0.5 2.2 1.8

Löwdin atomic charge list, values in e, 8 entries: -0.2139, -0.1576, -0.1389, -0.1251, -0.1577, -0.3336, 0.6208, 0.1268